[1]
Density functional theory data (ωB97M-V/def2-TZVPD) for C7H11N as an isolated structure in a non-equilibrium geometry.

Atoms and positions in Å:
C 2.3922 -0.5912 -0.0712
C 0.9989 -0.0758 -0.0006
C -0.0011 -0.6526 1.0584
C -0.9996 -0.0666 0.0215
C -2.4345 -0.5196 -0.1010
C -0.6151 1.4676 0.0961
C 0.7094 1.4480 0.0673
H 2.3179 -1.6945 -0.2693
H 2.8664 -0.4222 0.9791
H 3.0308 -0.0746 -0.8606
H -0.0884 -1.7396 1.0724
H -0.0968 -0.3558 2.0938
H -3.0333 -0.1047 0.7348
H -2.8285 -0.2573 -1.0446
H -2.5459 -1.6408 -0.0109
H -0.0136 -0.0423 -1.9203
H -1.3010 2.3177 0.1080
H 1.4059 2.2465 -0.1264
N -0.0022 -0.6130 -1.0256

Atoms 1-3, force components in eV/Å:
1.5 -0.2 0.8
-0.2 -0.3 0.0
-0.8 -0.1 -0.3

[2]
Density functional theory data (ωB97M-V/def2-TZVPD) for C5H9N in the gas phase in a non-equilibrium geometry.

Atoms and positions in Å:
C -0.4427 1.4928 -0.3235
C -0.4628 0.1087 0.3347
C -0.6990 -1.0210 -0.7108
C 0.8575 -0.1236 1.1426
C 1.7707 -0.7441 0.1851
N 1.8825 -1.3633 -0.7879
H -0.2675 2.2929 0.4076
H -1.3986 1.7009 -0.8178
H 0.3488 1.5410 -1.0810
H -1.2610 0.1033 1.1007
H -1.4031 -0.6763 -1.4667
H -1.1162 -1.9016 -0.2024
H 0.2375 -1.3672 -1.3219
H 0.7117 -0.8413 1.9556
H 1.2420 0.7989 1.5857

Atoms 1-3, force components in eV/Å:
0.0 0.0 0.0
0.1 -0.1 -0.2
0.2 -0.2 -0.5

The SMILES is CC(C)CC#N.

[3]
Density functional theory data (ωB97M-V/def2-TZVPD) for a 2-piece molecular cluster, C4H9Cl3P overall in a non-equilibrium geometry.

Atoms and positions in Å:
C -1.8395 0.3159 -1.3982
C -1.4996 -0.3140 1.2840
C -0.3593 0.2282 -0.9245
C -0.3467 -0.2332 0.4158
P 3.0264 -0.1031 0.6204
Cl 3.9616 0.7902 2.3111
Cl 4.3721 -1.6976 0.3403
Cl 3.7839 1.0797 -0.9210
H -1.7894 0.6152 -2.5912
H -2.3287 -0.6518 -1.4253
H -2.5071 1.0608 -0.8716
H -1.2087 -0.3271 2.3750
H -2.1922 0.4697 1.0683
H -2.2131 -1.1660 1.2073
H 0.2754 1.1701 -0.9661
H 0.3783 -0.5015 -1.3994
H 0.4865 -0.7354 0.8751

Atoms 1-3, force components in eV/Å:
0.5 1.7 -4.0
-0.1 0.2 1.7
0.0 0.0 0.3

The charge is +1.

[4]
Density functional theory data (ωB97M-V/def2-TZVPD) for a 2-piece molecular cluster, C6H13NO overall in a non-equilibrium geometry.

Atoms and positions in Å:
C -1.4019 -0.2053 2.5644
C -1.9186 -0.3003 1.3538
C -1.1387 -0.5088 0.0743
C -0.2214 0.6274 -0.2842
C -0.8366 1.8623 -0.9352
C 1.1019 0.4802 -0.2086
N 2.0862 1.4016 -0.5304
H -2.0733 -0.0482 3.3868
H -0.3393 -0.2572 2.7854
H -2.9953 -0.2148 1.2381
H -0.5665 -1.4246 0.1597
H -1.8072 -0.6585 -0.7807
H -0.5646 2.7892 -0.4224
H -0.5263 1.9281 -1.9601
H -1.9181 1.7496 -0.9097
H 1.4566 -0.4331 0.2555
H 1.7905 2.3437 -0.6948
H 3.0390 1.1181 -0.4194
O 1.5815 -2.9325 -1.3178
H 1.2038 -2.4805 -2.0775
H 2.3672 -3.3794 -1.6401

Atoms 1-3, force components in eV/Å:
0.1 0.1 0.1
-0.2 0.0 -0.6
0.1 0.2 0.0

The SMILES is C=CC/C(C)=C/N.O.

[5]
Density functional theory data (ωB97M-V/def2-TZVPD) for C2HCl in the gas phase in a non-equilibrium geometry.

Atoms and positions in Å:
C 0.7563 -0.0273 -0.1334
C -0.4327 0.0775 0.0615
Cl -2.1575 0.0669 0.3990
H 1.8339 -0.1171 -0.3271

Atoms 1-3, force components in eV/Å:
-0.3 0.1 0.0
-1.3 -0.4 0.4
2.9 0.1 -0.6

The SMILES is C#CCl.

[6]
Density functional theory data (ωB97M-V/def2-TZVPD) for a 5-piece molecular cluster, C2H14N2O4 overall in a non-equilibrium geometry.

Atoms and positions in Å:
C -0.6460 -1.9602 0.6974
N -1.3856 -0.9158 -0.0919
C -0.8203 -0.7334 -1.5209
N 0.5993 -0.9225 -1.6349
H 0.3212 -1.6425 1.1321
H -1.2121 -2.0661 1.6461
H -0.3017 -2.8852 0.1555
H -1.4071 -0.0416 0.4436
H -1.1008 0.2244 -1.8354
H -1.2567 -1.4294 -2.2237
H -0.7056 0.8064 3.2665
H 0.7031 0.2360 1.8306
O -0.5522 0.3829 2.3479
H 1.9624 2.1193 -1.6771
H 2.3059 -0.5211 1.5426
O 1.6289 0.0710 1.2017
H 0.7652 -1.4605 -2.5390
H 0.1559 1.8905 -0.4774
O 1.1350 1.6666 -1.7355
H 1.2218 0.0115 -1.5395
H -0.2991 1.4763 1.0344
O -0.5681 1.9186 0.2197

Atoms 1-3, force components in eV/Å:
-1.0 0.7 0.1
3.9 -2.4 -1.2
0.8 -1.3 1.2

[7]
Density functional theory data (ωB97M-V/def2-TZVPD) for a 6-piece molecular cluster, C36H30BF9O21S overall in a non-equilibrium geometry.

Atoms and positions in Å:
O -5.4612 -5.8121 -2.7533
B -5.3009 -4.5119 -2.3422
C -4.6996 -4.1399 -0.9464
C -3.3797 -3.3748 -1.1778
C -2.7882 -2.8326 0.1329
C -2.0272 -1.5052 -0.0743
C -2.7148 -0.3835 0.6501
F -2.7791 -0.7109 1.9843
F -4.0032 -0.2067 0.2445
C -1.9815 0.9832 0.6784
F -2.7231 1.8773 1.3768
F -0.8125 0.8006 1.3480
S -1.5421 1.7420 -0.9990
F -2.7045 2.8095 -0.8866
F -0.5657 2.7522 -0.2534
F -0.3768 0.6976 -1.1546
F -2.5385 0.7861 -1.7670
F -1.1137 2.3751 -2.3756
H -6.3626 -5.9595 -3.0370
H -5.5780 -3.6059 -3.0861
H -4.5299 -5.0142 -0.3290
H -5.3953 -3.4577 -0.4622
H -3.5767 -2.5680 -1.8733
H -2.6660 -4.0849 -1.5790
H -3.6126 -2.7129 0.8236
H -2.1141 -3.5632 0.5566
H -1.9932 -1.3177 -1.1350
H -1.0116 -1.6066 0.2801
O 3.8571 4.8444 3.6971
C 3.7739 3.9915 2.8352
C 4.7835 2.9722 2.6002
C 4.6085 2.0827 1.6145
O 5.4794 1.1232 1.3370
C 3.3917 2.1020 0.7288
O 3.3228 1.2642 -0.1510
C 2.3759 3.1073 0.9762
C 2.5479 3.9952 1.9634
O 1.6615 4.9366 2.2443
H 5.6545 2.9675 3.2398
H 5.1062 0.6330 0.5808
H 1.5034 3.1046 0.3458
H 2.0229 5.4438 2.9947
O -8.0713 5.0417 5.1337
C -7.0177 4.9220 4.5383
C -6.7299 3.8565 3.5973
C -5.5318 3.8040 2.9976
O -5.2053 2.8650 2.1245
C -4.4584 4.8198 3.2857
O -3.3842 4.6749 2.7329
C -4.7523 5.8992 4.2096
C -5.9537 5.9542 4.7989
O -6.3012 6.9025 5.6536
H -7.5069 3.1309 3.4043
H -4.3009 3.0656 1.8119
H -3.9785 6.6305 4.3978
H -7.2147 6.6963 5.9281
O -2.2922 5.5454 0.3584
C -1.4845 6.4226 0.1396
C -1.1209 6.9070 -1.1816
C -0.1981 7.8701 -1.2958
O 0.1945 8.3687 -2.4595
C 0.4809 8.4735 -0.0949
O 1.3188 9.3326 -0.2991
C 0.0988 8.0073 1.2243
C -0.8266 7.0435 1.3438
O -1.2390 6.5695 2.5069
H -1.6117 6.4644 -2.0370
H 0.8679 9.0422 -2.2484
H 0.5799 8.4616 2.0787
H -1.9133 5.8757 2.3231
O 2.7912 -7.7934 -2.9451
C 2.0755 -6.8186 -2.8081
C 1.2537 -6.2696 -3.8694
C 0.5102 -5.1803 -3.6343
O -0.2650 -4.6206 -4.5484
C 0.5000 -4.4968 -2.2939
O -0.1953 -3.5036 -2.1771
C 1.3036 -5.0555 -1.2267
C 2.0471 -6.1492 -1.4555
O 2.8016 -6.7116 -0.5307
H 1.2706 -6.7654 -4.8294
H -0.6832 -3.8517 -4.1177
H 1.2769 -4.5651 -0.2640
H 3.2491 -7.4773 -0.9446
O 5.2591 -7.9501 -1.0488
C 6.2705 -7.3571 -1.3773
C 7.2516 -6.8599 -0.4336
C 8.3344 -6.2126 -0.8854
O 9.2755 -5.7306 -0.0916
C 8.5686 -5.9790 -2.3539
O 9.5704 -5.3679 -2.6711
C 7.5940 -6.4922 -3.2984
C 6.5097 -7.1409 -2.8497
O 5.5796 -7.6243 -3.6564
H 7.0743 -7.0330 0.6182
H 9.9349 -5.3117 -0.6765
H 7.7770 -6.3284 -4.3506
H 4.8799 -8.0241 -3.1029

Atoms 1-3, force components in eV/Å:
-0.2 0.1 0.9
0.1 0.2 0.1
0.5 0.0 -0.8

The SMILES is OBCCCCC(F)(F)C(F)(F)S(F)(F)(F)(F)F.O=C1C=C(O)C(=O)C=C1O.O=C1C=C(O)C(=O)C=C1O.O=C1C=C(O)C(=O)C=C1O.O=C1C=C(O)C(=O)C=C1O.O=C1C=C(O)C(=O)C=C1O.

Number 1: frontier orbital gap 9.786 eV, HOMO -8.71 eV, molecular weight 109.17 g/mol. Number 2: frontier orbital gap 11.672 eV, HOMO -10.74 eV, molecular weight 83.13 g/mol. Number 3: frontier orbital gap 7.112 eV, HOMO -13.85 eV, molecular weight 194.45 g/mol. Number 4: frontier orbital gap 8.270 eV, HOMO -7.49 eV, molecular weight 115.18 g/mol. Number 5: frontier orbital gap 11.140 eV, HOMO -10.46 eV, molecular weight 60.48 g/mol. Number 6: frontier orbital gap 4.343 eV, HOMO -9.43 eV, molecular weight 130.14 g/mol. Number 7: frontier orbital gap 7.676 eV, HOMO -9.44 eV, molecular weight 1012.48 g/mol.